{"formula": "C37H30AsCl5MoN7O5PS8", "method": "ωB97M-V/def2-TZVPD", "lumo_energy_ev": [-1.359, -1.532], "multiplicity": 3, "s2": 2.0299, "de_lowest_ev": 0.000, "total_charge": 0, "symbols": ["Mo", "S", "As", "S", "S", "S", "Cl", "C", "C", "Cl", "C", "Cl", "C", "O", "C", "Cl", "C", "Cl", "S", "C", "C", "C", "C", "C", "C", "N", "C", "C", "C", "C", "C", "C", "C", "C", "N", "C", "C", "C", "C", "C", "S", "C", "H", "H", "H", "H", "H", "H", "H", "H", "H", "H", "H", "H", "N", "C", "P", "O", "O", "C", "N", "H", "H", "H", "H", "H", "H", "H", "H", "H", "H", "N", "C", "C", "C", "C", "C", "C", "S", "O", "O", "N", "C", "S", "C", "C", "N", "H", "H", "H", "H", "H", "H", "H", "H"], "positions_angstrom": [[0.723, -0.051, -0.770], [3.279, -3.083, -1.758], [2.208, -2.429, -3.430], [2.813, 0.467, -1.900], [0.204, -1.533, -2.509], [2.841, -0.231, -3.833], [0.897, 6.921, 4.442], [1.093, 6.084, 2.953], [0.499, 4.837, 2.765], [-0.445, 4.134, 4.016], [0.667, 4.161, 1.564], [-0.103, 2.642, 1.296], [1.447, 4.698, 0.537], [1.683, 3.954, -0.542], [2.013, 5.959, 0.729], [2.975, 6.616, -0.542], [1.844, 6.646, 1.925], [2.595, 8.177, 2.142], [-1.641, -5.358, -0.838], [-2.122, -6.977, -0.602], [-1.442, -7.562, 0.421], [-0.514, -6.678, 1.027], [-0.508, -5.435, 0.456], [0.334, -4.283, 0.804], [0.177, -3.074, 0.102], [0.922, -2.009, 0.299], [1.842, -2.069, 1.287], [2.078, -3.207, 2.053], [3.085, -3.149, 3.077], [3.771, -2.012, 3.321], [3.516, -0.820, 2.559], [4.167, 0.403, 2.763], [3.874, 1.489, 1.966], [2.893, 1.329, 0.971], [2.241, 0.193, 0.785], [2.558, -0.876, 1.551], [4.522, 2.795, 2.121], [4.551, 3.825, 1.223], [5.262, 4.956, 1.704], [5.761, 4.761, 2.954], [5.377, 3.211, 3.558], [1.305, -4.343, 1.778], [-2.871, -7.417, -1.241], [-1.588, -8.587, 0.729], [0.124, -6.963, 1.850], [-0.560, -2.987, -0.683], [3.281, -4.044, 3.655], [4.525, -1.977, 4.097], [4.917, 0.478, 3.543], [2.620, 2.149, 0.320], [4.103, 3.776, 0.240], [5.394, 5.868, 1.140], [6.335, 5.447, 3.557], [1.482, -5.254, 2.335], [1.513, 4.537, -3.016], [1.234, 3.181, -3.513], [-0.354, 2.618, -2.799], [-1.117, 3.810, -2.368], [-0.162, 1.456, -1.810], [-1.185, 1.780, -4.222], [-1.818, 0.492, -3.822], [0.655, 5.083, -3.028], [2.214, 4.999, -3.580], [1.678, 4.459, -1.430], [2.032, 2.499, -3.222], [1.137, 3.143, -4.603], [-0.460, 1.584, -5.009], [-1.951, 2.453, -4.600], [-2.836, 0.464, -3.961], [-1.738, 0.327, -2.795], [-1.369, -0.311, -4.257], [-6.583, -5.333, -0.275], [-6.055, -4.090, -0.569], [-6.765, -2.925, -0.270], [-6.246, -1.685, -0.592], [-5.016, -1.594, -1.228], [-4.301, -2.746, -1.536], [-4.813, -3.983, -1.207], [-4.366, -0.011, -1.645], [-4.356, 0.085, -3.097], [-5.128, 0.969, -0.921], [-2.816, -0.050, -1.221], [-2.449, -0.111, 0.060], [-3.522, -0.220, 1.441], [-2.171, -0.364, 2.502], [-1.032, -0.313, 1.800], [-1.164, -0.164, 0.427], [-7.322, -5.369, 0.406], [-5.945, -6.108, -0.239], [-7.727, -2.997, 0.224], [-6.780, -0.778, -0.343], [-3.334, -2.667, -2.020], [-4.252, -4.883, -1.436], [-2.290, -0.448, 3.568], [-0.045, -0.357, 2.235]], "forces_ev_per_a": [[-0.6578, -0.1209, -1.5558], [-0.0614, 0.0052, -0.0554], [0.1605, -0.0791, -0.0240], [0.1813, -0.2422, 0.0905], [0.0132, 0.2499, 0.4245], [-0.0452, 0.0412, -0.0263], [0.0026, 0.0001, -0.0014], [-0.0101, -0.0009, 0.0111], [0.0218, 0.0127, 0.0069], [-0.0022, 0.0041, 0.0119], [0.0059, -0.0052, 0.0334], [-0.0580, 0.0972, 0.0279], [-0.0232, -0.1280, 0.0310], [-0.1251, 0.1013, 0.3892], [0.0136, -0.0006, 0.0285], [-0.0142, -0.0002, -0.0347], [0.0202, 0.0237, -0.0006], [-0.0065, -0.0050, 0.0012], [0.1616, -0.0262, 0.0226], [-0.0007, 0.0195, 0.0064], [0.0178, -0.0012, 0.0155], [-0.0326, -0.0277, 0.0166], [0.0450, 0.0101, -0.0091], [-0.0290, -0.0428, -0.0062], [0.0261, -0.0186, -0.0827], [0.1162, -0.1179, 0.3270], [0.0351, 0.0377, 0.0021], [-0.0012, -0.0527, 0.0326], [-0.0092, -0.0059, -0.0079], [0.0038, 0.0209, -0.0153], [0.0088, -0.0189, 0.0219], [0.0640, -0.0153, -0.0153], [0.0178, 0.0287, 0.0023], [-0.0985, 0.0330, 0.0516], [-0.0268, 0.1366, 0.1936], [0.0037, -0.0180, -0.0575], [-0.0006, -0.0218, -0.0052], [0.0410, 0.0113, -0.0450], [0.0163, -0.0071, 0.0011], [0.0051, 0.0089, 0.0007], [-0.0521, 0.0121, 0.0440], [0.0439, 0.0055, -0.0180], [0.0049, -0.0165, -0.0060], [-0.0017, 0.0047, -0.0007], [-0.0079, 0.0109, 0.0044], [-0.0200, 0.0135, -0.0090], [-0.0006, 0.0056, 0.0007], [-0.0002, 0.0002, -0.0037], [0.0088, 0.0023, -0.0136], [-0.0067, 0.0342, 0.0027], [-0.0095, -0.0019, 0.0117], [-0.0067, -0.0089, 0.0156], [-0.0041, 0.0038, -0.0065], [0.0023, 0.0050, 0.0029], [-0.1374, 0.1902, -0.1232], [0.0017, 0.0586, 0.0826], [-0.0108, 0.2556, -0.1900], [-0.0037, -0.0947, 0.0236], [0.2746, -0.2061, 0.6561], [-0.0284, -0.1133, 0.0296], [0.2049, 0.1462, 0.0333], [-0.0444, 0.0191, -0.1758], [0.0101, 0.0060, 0.0347], [0.2689, -0.3557, -0.2733], [0.0133, -0.0121, 0.0089], [0.0055, 0.0477, 0.0120], [0.0020, -0.0350, -0.0051], [0.0056, -0.0007, -0.0203], [-0.1668, -0.0476, -0.0227], [-0.0728, 0.0093, -0.0245], [0.0249, 0.0322, 0.0355], [-0.0498, -0.0215, -0.0802], [0.0020, 0.0500, 0.0248], [0.0125, -0.0467, 0.0029], [0.0451, 0.0078, 0.0087], [-0.0133, -0.0120, 0.0062], [0.0097, 0.0169, 0.0006], [-0.0746, -0.0265, -0.0227], [0.1389, -0.0676, 0.1209], [-0.0871, 0.0362, 0.0100], [-0.0267, -0.0334, 0.0149], [0.0571, 0.0638, 0.0412], [-0.1002, -0.0506, -0.1793], [-0.0767, 0.0935, -0.1534], [-0.0165, -0.0279, 0.0004], [-0.0256, 0.0189, -0.0192], [0.1740, 0.0484, 0.2710], [0.0202, -0.0018, 0.0246], [0.0186, 0.0058, 0.0391], [0.0061, 0.0018, 0.0000], [-0.0083, -0.0060, -0.0074], [0.0172, -0.0057, -0.0022], [-0.1137, 0.0800, -0.0052], [0.0021, -0.0029, -0.0107], [0.0119, 0.0231, 0.0012]], "mulliken_charge": [-0.364, -0.417, 0.219, -0.081, -0.601, -0.241, -0.195, 0.267, 0.203, -0.205, -0.149, 0.291, -0.865, 0.138, 0.688, -0.141, 0.429, -0.193, -0.034, -0.350, -0.782, -0.463, 0.495, 0.493, -0.337, 2.150, -1.047, 0.997, -1.244, -1.125, 0.625, -1.016, 0.374, -0.639, 1.300, -0.585, 0.540, -0.482, -0.694, -0.474, -0.224, -1.055, 0.481, 0.416, 0.395, -0.343, 0.465, 0.473, 0.489, 0.412, 0.767, 0.461, 0.454, 0.400, -0.590, -0.801, 1.297, -0.947, 0.125, -0.958, 0.189, 0.292, 0.251, -0.092, -0.041, 0.525, 0.415, 0.358, 0.525, -0.277, 0.399, -0.524, 0.999, -0.737, -0.449, -0.322, -0.305, -0.965, 1.534, -0.972, -0.674, -0.143, -0.826, -0.119, -0.504, -1.322, 1.645, 0.210, 0.211, 0.290, 0.500, 0.447, 0.378, 0.478, 0.425]}